Computed, not measured: a molecular structure, C47H118As2F12N7O5 at a distorted geometry, with ωB97M-V with the def2-TZVPD basis set.

Geometry as XYZ:
```
191
Properties=species:S:1:pos:R:3:forces:R:3
C 1.912217 3.605549 -5.671726 0.6 -0.1 -0.5
N 2.841517 4.776582 -5.543143 0.0 0.2 1.3
C 3.231429 5.352443 -6.836347 -0.4 0.1 -0.9
C 2.003047 5.808908 -4.850661 0.2 1.3 -0.8
C 4.039702 4.384992 -4.681496 -1.0 0.4 -0.4
C 4.934368 5.545527 -4.331774 0.6 -0.6 -0.2
O 5.771003 5.750674 -5.448761 0.3 0.8 0.1
H 1.292376 3.523456 -4.780243 0.6 -0.4 0.2
H 2.512852 2.739447 -5.934744 -0.3 -0.2 0.3
H 1.231329 3.816454 -6.473125 -0.3 0.2 -0.6
H 3.938784 6.160961 -6.717168 0.1 0.0 0.2
H 2.291079 5.742566 -7.186886 -0.1 0.2 -0.8
H 3.642443 4.629647 -7.540366 -0.1 -0.2 0.3
H 2.382252 6.841068 -4.994313 0.0 -0.7 -0.1
H 1.985156 5.631819 -3.800739 -0.2 -0.4 0.8
H 1.012052 5.748664 -5.312874 0.2 0.2 0.3
H 4.566518 3.585614 -5.195330 0.2 0.2 -0.2
H 3.557526 3.938498 -3.840547 0.0 -0.3 0.9
H 5.517976 5.239518 -3.468962 0.2 -0.2 0.3
H 4.421601 6.446056 -4.018578 -0.4 0.2 -0.1
H 6.260375 6.584841 -5.323618 -0.1 -0.5 -0.2
C 8.985316 -0.050752 -2.144238 0.0 -0.2 -0.8
N 7.603130 -0.345861 -2.643103 -0.7 0.2 -0.9
C 7.650705 -1.677053 -3.382043 -1.1 0.4 1.2
C 6.661393 -0.423457 -1.496581 0.5 -0.7 -0.2
C 7.034883 0.728921 -3.591470 1.0 -0.7 -0.2
C 7.985718 1.027509 -4.747047 0.0 0.2 0.2
O 9.051906 1.811744 -4.213922 -0.3 0.2 -0.7
H 9.679515 -0.302049 -2.917381 0.3 0.5 -0.9
H 9.205826 -0.841812 -1.483522 0.1 -0.4 1.7
H 9.173773 0.974173 -1.817783 -0.5 -0.4 0.2
H 6.699134 -1.837523 -3.900459 0.5 0.2 -0.1
H 7.801618 -2.488910 -2.680737 -0.1 0.0 0.5
H 8.528345 -1.660486 -3.956296 0.7 0.0 -1.4
H 6.970205 -1.297721 -0.921573 -0.3 0.2 0.2
H 5.630183 -0.509361 -1.837939 0.1 0.0 -0.1
H 6.825539 0.484599 -0.957167 -0.2 0.4 0.7
H 6.845102 1.634653 -3.005212 0.3 -0.1 0.0
H 6.074945 0.355936 -3.937967 0.2 -0.1 0.0
H 7.363386 1.518776 -5.503705 0.3 0.4 0.0
H 8.432769 0.177260 -5.276476 -0.5 -0.3 0.4
H 9.672976 1.985342 -4.937659 0.0 0.1 0.3
C -0.215260 0.701090 0.790824 0.4 -1.8 0.9
N 0.960717 0.166552 0.006244 -0.1 -1.0 1.1
C 1.719359 -0.882642 0.811174 -0.5 -0.5 -0.9
C 0.384180 -0.556337 -1.207762 -0.1 0.2 0.6
C 2.017993 1.224903 -0.216140 -0.5 0.2 -1.4
C 1.552346 2.439033 -0.992588 -0.8 1.1 1.3
O 0.770709 3.236502 -0.047447 0.1 0.6 -0.3
H -0.761532 -0.186170 1.129292 0.0 0.0 -0.1
H -0.853872 1.250028 0.147510 -0.3 0.9 -0.4
H 0.088146 1.162841 1.729940 0.1 0.4 -0.6
H 1.122336 -1.761305 1.042040 -0.4 0.4 0.1
H 2.124322 -0.465884 1.695416 0.1 0.4 0.8
H 2.516671 -1.228996 0.183434 0.5 0.0 -0.5
H 0.016496 0.216383 -1.864396 0.3 -0.1 -0.6
H -0.508011 -1.104554 -0.874804 0.5 0.0 0.2
H 1.112820 -1.262159 -1.640332 -0.3 0.8 0.0
H 2.785410 0.710477 -0.773052 0.4 0.1 0.3
H 2.291998 1.613280 0.764530 0.3 -0.5 0.0
H 0.847687 2.246107 -1.799284 0.2 -0.3 0.0
H 2.395320 2.996977 -1.447912 -0.3 -0.3 0.5
H 1.266462 3.620213 0.718183 0.2 -0.6 -1.0
C 0.695354 -5.012983 1.428781 1.6 0.8 1.6
N 0.816981 -6.238450 2.331004 -0.8 1.8 -0.5
C 1.952473 -7.068996 1.878580 -0.1 -0.8 0.6
C 1.058997 -5.757628 3.760802 -0.2 -0.5 -0.8
C -0.486097 -7.000352 2.236871 0.8 -0.7 -0.5
C -0.919926 -7.279870 0.793776 -0.9 -0.1 0.4
O -1.877096 -6.234832 0.420770 0.9 -0.9 0.1
H -0.090722 -4.317718 1.791563 0.2 -0.8 -0.4
H 0.638014 -5.319899 0.400946 -0.3 0.0 -0.3
H 1.662708 -4.483360 1.606406 -0.7 -0.2 -0.4
H 1.897506 -8.050592 2.338828 0.0 0.0 0.3
H 2.879773 -6.605037 2.115730 0.6 0.5 0.5
H 1.966475 -7.230998 0.834096 -0.4 0.0 -1.2
H 1.064739 -6.651150 4.315153 -0.1 -1.2 1.0
H 0.220792 -5.154992 4.104182 0.3 0.3 -0.2
H 2.059879 -5.338957 3.893146 -0.4 0.4 -0.4
H -1.276592 -6.408457 2.658915 -0.2 0.3 0.6
H -0.310342 -7.930045 2.800360 -0.3 0.3 -0.2
H -1.377138 -8.282356 0.812732 -0.2 0.4 -0.2
H -0.090525 -7.348230 0.095735 0.1 0.2 -0.1
H -2.180038 -6.402473 -0.483275 0.1 -0.1 0.2
C 3.452180 3.828112 6.721290 -0.7 0.9 0.2
N 2.525937 3.267566 5.717076 0.5 -0.2 -2.1
C 3.271479 2.268758 4.895448 0.4 -1.4 0.6
C 1.388578 2.650594 6.378766 -0.9 -0.9 1.9
C 2.103570 4.368160 4.798808 0.0 0.5 0.7
C 1.415426 4.027722 3.502113 -0.6 0.0 -0.8
O 2.316510 4.045509 2.375634 -0.2 -0.2 0.6
H 4.243941 4.350879 6.213033 0.6 -0.2 -0.1
H 3.783001 3.022958 7.359381 0.2 0.1 0.3
H 2.871339 4.597340 7.231108 0.2 -0.2 0.5
H 3.711862 1.609843 5.652198 -0.1 -0.3 -0.5
H 4.102072 2.679553 4.321676 -0.3 0.6 0.2
H 2.612946 1.703166 4.225262 0.0 0.2 0.4
H 0.881463 3.356405 7.056393 0.3 0.0 -0.4
H 1.716804 1.803853 7.003651 0.2 0.4 -0.2
H 0.663760 2.205600 5.723726 -0.1 0.1 -0.8
H 3.031409 4.882981 4.592893 0.1 0.4 -0.3
H 1.494834 5.017396 5.414694 -0.2 0.3 0.0
H 0.664761 4.813031 3.293667 0.1 -0.4 0.4
H 0.917434 3.050983 3.492457 0.1 0.2 0.1
H 2.635480 4.951947 2.386147 0.4 0.1 -0.5
C -6.368710 0.820423 1.506897 0.0 -0.9 0.5
C -5.538057 2.024346 1.816089 0.4 0.8 0.2
C -4.419477 2.304406 0.802274 0.8 -0.6 0.7
C -4.908173 3.181886 -0.330946 -0.1 0.5 0.4
N -3.835614 3.616248 -1.257350 -0.4 1.0 0.4
C -4.519851 4.446787 -2.311369 0.3 0.7 -0.9
C -3.538435 4.431792 -3.490875 -0.9 1.3 0.8
C -2.893217 3.108636 -3.377320 1.7 -2.1 0.4
C -3.225803 2.480027 -1.993817 0.2 0.5 -0.6
C -2.730875 4.438879 -0.653977 0.7 0.3 -0.3
C -3.076238 5.494691 0.342592 -2.2 0.9 -0.2
C -1.919667 6.374296 0.717898 1.2 0.0 -0.7
H -5.855775 -0.065196 1.915478 -0.1 0.0 -0.4
H -6.529476 0.683714 0.444141 -0.2 -0.1 -0.2
H -7.321830 0.873348 2.026788 -0.2 0.0 -0.1
H -5.129444 1.930260 2.837563 -0.1 0.2 -0.5
H -6.159566 2.910212 1.783510 -0.3 0.3 0.4
H -4.067549 1.326045 0.407081 0.0 0.5 0.1
H -3.554126 2.749151 1.358576 -0.6 -0.1 -0.7
H -5.448054 4.099866 -0.017256 0.5 -0.6 0.2
H -5.574760 2.685065 -1.020808 -0.5 -0.5 0.3
H -4.756909 5.456482 -1.957725 0.2 -0.3 0.2
H -5.452186 3.990206 -2.576363 -0.5 -0.5 0.0
H -2.859447 5.247471 -3.256171 0.2 0.1 -0.8
H -4.036576 4.577169 -4.451078 0.1 0.2 0.2
H -1.804361 3.108499 -3.452069 0.0 0.4 -0.2
H -3.188801 2.441469 -4.162952 -0.4 -0.4 -0.3
H -2.352371 2.140190 -1.418229 -0.4 0.0 -0.4
H -3.979023 1.705638 -2.063650 0.0 -0.2 0.0
H -2.233387 4.886549 -1.518063 0.1 0.0 0.3
H -1.991383 3.817314 -0.194244 0.3 -0.9 0.1
H -3.570241 5.101006 1.234060 0.2 -0.3 0.0
H -3.850725 6.149813 -0.098879 0.2 -0.1 0.2
H -2.212694 7.085817 1.479682 0.0 0.2 0.0
H -1.530731 6.903630 -0.181289 -0.3 -0.1 0.7
H -1.071610 5.786759 1.091743 -0.1 0.0 0.1
C -5.128555 -8.625145 0.441544 -0.3 -0.2 -1.6
C -5.772337 -8.222263 1.733853 1.5 -0.1 1.8
C -6.041751 -6.710366 1.816780 -1.5 -0.6 -1.2
C -4.882192 -5.838671 1.357562 -0.3 -0.2 1.0
N -5.136355 -4.395788 1.696745 -0.3 1.1 0.8
C -4.002761 -3.476457 1.260674 0.0 0.2 0.5
C -3.332792 -3.024348 2.562852 0.1 1.6 -0.7
C -4.485251 -2.912198 3.564048 0.2 -1.2 -0.1
C -5.240093 -4.183020 3.236163 -0.5 0.1 -0.2
C -6.417519 -3.862025 1.065251 -0.7 -1.0 0.9
C -6.417571 -3.964857 -0.419007 -0.1 1.1 -0.4
C -7.638984 -3.264591 -1.096643 1.0 -0.4 -0.1
H -4.175451 -8.071389 0.226935 -0.7 -0.5 0.3
H -5.845498 -8.403975 -0.400971 0.8 -0.3 0.6
H -4.927178 -9.709847 0.441139 0.0 0.5 -0.2
H -4.996404 -8.423756 2.547828 -1.0 0.0 -0.7
H -6.659019 -8.862777 1.985456 0.7 0.9 -0.3
H -6.357884 -6.518809 2.850789 0.0 0.4 -0.4
H -6.868424 -6.505015 1.097306 0.1 -0.1 0.8
H -4.690507 -5.839652 0.293453 0.0 -0.4 -0.1
H -4.006532 -6.199492 1.895681 0.4 0.5 -0.1
H -4.366412 -2.636548 0.630105 -0.2 -0.5 0.8
H -3.307021 -4.008240 0.647936 0.3 -0.6 -0.4
H -2.922894 -2.028339 2.324996 0.3 -0.4 0.5
H -2.518797 -3.690150 2.786703 0.2 -0.3 0.6
H -5.030953 -2.029635 3.280561 -0.5 0.4 0.2
H -4.344373 -2.967232 4.666784 0.6 0.5 -0.9
H -6.278601 -4.157837 3.587437 0.2 -0.2 -0.5
H -4.728873 -4.996926 3.736871 0.0 -0.4 -0.2
H -6.555143 -2.852020 1.435170 0.1 0.2 0.1
H -7.219889 -4.489925 1.466802 0.1 0.3 0.1
H -6.270293 -5.001867 -0.658581 -0.4 -0.5 -0.6
H -5.519048 -3.452643 -0.754047 0.1 0.1 -0.5
H -7.430733 -3.253800 -2.176400 -0.3 0.0 0.3
H -7.689833 -2.215409 -0.773022 -0.1 -0.3 0.0
H -8.589586 -3.770960 -0.927262 0.1 0.1 0.1
As 2.919112 -0.019465 -3.964787 -0.6 1.6 0.6
F 4.452594 -0.712730 -4.357090 -0.4 0.0 -0.2
F 2.638621 0.608969 -5.537575 0.4 -0.7 -0.2
F 1.418902 0.832963 -3.507849 0.3 -0.7 0.0
F 3.201280 -0.417976 -2.280918 0.1 -0.5 0.0
F 3.703317 1.557311 -3.530328 0.1 -0.8 -0.4
F 2.081283 -1.523252 -4.150601 0.3 0.8 -0.2
As 0.500807 -1.123198 4.478354 2.5 -0.6 -3.0
F 0.211608 -2.550766 5.379017 -0.3 0.4 0.1
F -1.063424 -0.525220 4.565157 -0.9 0.4 0.4
F 0.972602 0.296991 3.385505 -0.6 -0.2 0.7
F 2.109954 -1.682914 4.101818 0.0 -0.1 0.3
F 0.051011 -1.955948 2.931957 -0.4 0.1 0.8
F 1.136766 -0.170282 5.734129 -0.4 0.0 0.8
```
Forces are in eV/Å.

Calculated values
Net charge: +5
Frontier orbital gap, eV: 10.070
Strongest force on any atom, eV Å⁻¹: 3.91